# 1
{
  "formula": "C29H53BO2P2Ru",
  "method": "ωB97M-V/def2-TZVPD",
  "symbols": ["Ru", "C", "C", "C", "C", "C", "C", "H", "H", "H", "C", "H", "H", "H", "C", "H", "H", "H", "C", "H", "H", "H", "C", "H", "H", "H", "C", "C", "C", "C", "C", "C", "C", "C", "H", "H", "H", "H", "H", "H", "H", "H", "H", "H", "H", "H", "P", "C", "C", "P", "C", "C", "C", "H", "H", "H", "H", "H", "H", "H", "H", "H", "H", "H", "H", "H", "H", "C", "C", "C", "O", "B", "O", "C", "C", "C", "H", "H", "H", "H", "H", "H", "H", "H", "H", "H", "H", "H"],
  "coordinates": [[2.2632, -0.7590, -1.2495], [-0.8748, -0.9316, 0.2892], [-0.4870, -1.9427, -0.6093], [1.3946, -1.2974, 0.6465], [0.2324, -0.5059, 1.0376], [0.9360, -2.2092, -0.4211], [-2.2766, -0.5430, 0.6134], [-2.9805, -0.9665, -0.1122], [-2.3929, 0.5496, 0.6234], [-2.5567, -0.9243, 1.6111], [0.1398, 0.3773, 2.2098], [-0.3128, 1.3521, 1.9663], [1.1166, 0.5547, 2.6682], [-0.5020, -0.0861, 2.9800], [2.5203, -1.6745, 1.5364], [2.4192, -2.7372, 1.8012], [2.5398, -1.0729, 2.4491], [3.4797, -1.5554, 1.0090], [1.5828, -3.5340, -0.6426], [1.7092, -4.0541, 0.3139], [2.5874, -3.3619, -1.0652], [1.0148, -4.1462, -1.3463], [-1.4153, -2.7868, -1.3891], [-1.9580, -3.4801, -0.7215], [-0.8913, -3.3893, -2.1391], [-2.1708, -2.1748, -1.9091], [-1.7812, 3.1537, -1.3868], [-2.7930, 2.2681, -1.4091], [-3.2310, 1.3682, -2.5334], [-2.7072, 1.7811, -3.9402], [-1.4131, 1.0091, -4.1512], [-0.4400, 1.1752, -2.9799], [0.1788, 2.5126, -2.7704], [-0.8648, 3.6122, -2.5014], [-4.3337, 1.3160, -2.5525], [-2.5516, 2.8691, -4.0112], [-2.9272, 0.3178, -2.3199], [-1.3809, 3.9031, -3.4367], [-1.5912, 3.6757, -0.4338], [-3.3814, 2.1802, -0.4863], [-0.3188, 4.5160, -2.1714], [0.8910, 2.4761, -1.9313], [-0.7128, 0.6808, -2.0443], [0.7968, 2.7997, -3.6340], [-3.4515, 1.5189, -4.7275], [-1.6992, -0.0636, -4.2453], [-0.1371, 1.2258, -5.4439], [-0.0227, 2.9804, -5.9091], [-0.7181, 0.4827, -6.9709], [1.3543, -0.1383, -3.1269], [1.4541, 0.6320, -4.8821], [0.9077, -1.8032, -3.7836], [3.4295, -0.2154, -3.0494], [0.9453, 3.4123, -5.6305], [-0.8343, 3.5932, -5.4962], [-0.0962, 3.0312, -7.0044], [-0.1702, 0.9462, -7.8077], [-1.7956, 0.6737, -7.1064], [-0.5454, -0.5995, -6.9918], [3.5619, 0.3337, -3.9763], [3.8724, -1.2115, -3.1385], [3.9515, 0.3932, -2.2889], [2.1781, 1.4620, -4.8924], [1.8052, -0.1159, -5.6126], [1.5409, -2.5828, -3.3358], [1.0472, -1.8240, -4.8681], [-0.1355, -2.0205, -3.5436], [5.2419, 3.0205, 0.8676], [3.9706, 2.2419, 1.1445], [4.0369, 1.6978, 2.5709], [4.0307, 1.1134, 0.2628], [2.7197, 0.9047, -0.1798], [1.8195, 1.8947, 0.2228], [2.6048, 2.9450, 0.7892], [1.8501, 3.5253, 1.9631], [2.7609, 4.0406, -0.2620], [5.2977, 3.9015, 1.5146], [5.3038, 3.3278, -0.1827], [6.1000, 2.3715, 1.0859], [4.9388, 1.0754, 2.6675], [4.1081, 2.5188, 3.2963], [3.1672, 1.0720, 2.8225], [2.4557, 4.3444, 2.3699], [0.8817, 3.9348, 1.6447], [1.6588, 2.7933, 2.7563], [3.3080, 3.7034, -1.1537], [1.7718, 4.3945, -0.5818], [3.2941, 4.8852, 0.1921]],
  "atomic_forces_ev_per_a": [[1.015, -0.748, 2.105], [0.224, 0.077, 0.156], [0.760, 0.061, 0.696], [-0.808, -0.345, -0.719], [-0.304, -0.708, -0.276], [-0.838, 0.681, 1.392], [-0.282, 0.207, -0.119], [0.062, 0.155, 0.196], [-0.023, -0.329, 0.066], [0.097, 0.152, -0.336], [-0.023, 0.468, 0.526], [0.157, -0.329, 0.013], [-0.237, 0.024, -0.112], [0.133, 0.082, -0.243], [0.486, -0.233, 0.326], [0.147, 0.275, 0.162], [0.120, -0.146, -0.175], [-0.017, -0.120, 0.423], [0.320, 0.162, -0.532], [-0.003, -0.081, -0.257], [0.019, -0.487, 0.105], [0.145, -0.049, 0.165], [-0.340, -0.190, -0.472], [0.144, 0.238, -0.228], [-0.191, 0.032, 0.213], [0.145, -0.242, 0.168], [-0.806, 0.448, 0.415], [0.505, 0.444, 0.287], [-0.566, 0.078, -0.387], [-0.793, 0.215, -0.678], [1.792, -1.217, 0.642], [-0.700, -1.216, 1.007], [0.710, 0.488, -0.124], [0.429, 0.252, 0.116], [0.386, 0.208, -0.017], [-0.395, -0.768, 0.020], [-0.088, 0.515, -0.054], [0.337, -0.047, 0.803], [-0.286, -0.302, -0.459], [0.294, -0.080, -0.366], [-0.295, -0.389, -0.123], [-0.364, -0.134, -0.094], [-0.386, 0.228, -0.156], [-0.101, 0.106, 0.218], [0.492, 0.048, 0.539], [0.248, 0.409, 0.123], [-1.767, 1.553, -1.154], [0.214, 0.293, -0.445], [0.285, -0.462, -0.496], [-1.116, 1.190, -3.445], [0.722, -0.084, -0.015], [-0.081, -0.123, -0.004], [0.606, 0.038, -0.790], [-0.279, -0.053, 0.015], [0.250, -0.287, -0.007], [0.002, 0.053, 0.300], [-0.208, -0.314, 0.233], [0.406, 0.029, 0.175], [-0.111, 0.166, -0.008], [0.374, -0.184, 0.150], [0.097, 0.030, -0.179], [-0.008, -0.148, 0.027], [-0.450, -0.112, -0.069], [0.034, 0.270, 0.328], [-0.248, 0.159, -0.118], [-0.059, -0.266, 0.231], [0.120, -0.009, -0.046], [0.034, 0.357, -0.009], [0.528, 0.486, 0.775], [-0.034, -0.093, 0.166], [-2.020, -0.935, -1.264], [0.144, 0.901, 1.309], [0.672, -1.620, -0.909], [0.422, 0.783, 0.097], [0.088, 0.127, 0.473], [0.098, 0.141, -0.061], [0.088, -0.047, -0.146], [0.015, -0.008, 0.277], [-0.224, 0.216, -0.038], [-0.288, 0.203, -0.031], [-0.067, -0.244, -0.144], [0.249, 0.256, -0.075], [-0.267, -0.110, 0.127], [0.296, -0.073, -0.038], [0.129, 0.216, -0.206], [-0.070, 0.036, 0.236], [0.177, -0.097, 0.133], [-0.074, -0.121, -0.311]],
  "mulliken_spin": [2.363, 0.140, 0.180, 0.055, 0.221, 0.152, 0.014, 0.001, -0.003, 0.001, 0.027, 0.016, -0.007, 0.025, 0.036, 0.008, 0.001, 0.031, 0.071, -0.005, 0.013, 0.000, -0.003, 0.013, -0.002, 0.013, 0.010, -0.006, 0.018, 0.043, -0.005, 0.400, 0.099, 0.034, -0.001, 0.000, -0.004, -0.007, -0.001, -0.002, 0.005, -0.005, -0.078, -0.005, -0.005, -0.001, -0.004, 0.002, 0.003, 0.176, 0.098, 0.038, 0.318, -0.001, 0.000, 0.000, 0.000, -0.001, 0.000, 0.001, 0.008, -0.034, 0.004, -0.002, -0.009, 0.007, -0.010, 0.000, -0.009, 0.004, -0.242, -0.167, -0.029, -0.006, 0.002, 0.003, 0.000, 0.001, 0.000, 0.000, 0.000, 0.000, 0.000, 0.000, -0.001, 0.002, -0.001, 0.000],
  "e_lumo_ev": [-5.57, -8.07],
  "largest_force_ev_per_a": 3.812,
  "e_tot_ev": -56845.786,
  "charge": 2,
  "relative_energy_ev": 0.894,
  "spin_multiplicity": 5
}

# 2
{
  "formula": "C2H6NO2P",
  "method": "ωB97M-V/def2-TZVPD",
  "symbols": ["C", "P", "O", "C", "N", "O", "H", "H", "H", "H", "H", "H"],
  "coordinates": [[1.8852, -0.1419, -0.0755], [0.2693, 0.8052, -0.2577], [-0.1560, 1.0859, -1.6204], [-0.8938, -0.3995, 0.5755], [-2.1163, -0.3469, -0.0077], [-0.4782, -1.2655, 1.2728], [1.6548, -1.0972, 0.4804], [2.3393, -0.2924, -1.0222], [2.5816, 0.4345, 0.4171], [0.1703, 1.9173, 0.7281], [-2.9339, -1.0334, 0.2850], [-2.3224, 0.3340, -0.7754]],
  "atomic_forces_ev_per_a": [[-2.642, -0.741, 0.371], [1.139, -0.683, 2.516], [-0.501, 0.795, -1.584], [-0.596, 0.783, -2.771], [-3.120, -0.839, 0.169], [0.347, -1.373, 2.079], [0.352, 1.117, -0.677], [-0.132, -0.426, -1.171], [1.449, 1.252, 1.648], [0.583, -0.870, -0.980], [2.627, 1.955, -0.801], [0.495, -0.970, 1.202]],
  "nbo_charge": [-0.963, 1.581, -1.089, 0.374, -0.837, -0.596, 0.280, 0.252, 0.235, -0.081, 0.413, 0.430],
  "e_lumo_ev": 0.88,
  "largest_force_ev_per_a": 3.371,
  "e_tot_ev": -17045.375,
  "relative_energy_ev": 0.392,
  "smiles": "C[P@@H](=O)C(N)=O"
}

# 3
{
  "formula": "C9H23INO3",
  "method": "ωB97M-V/def2-TZVPD",
  "symbols": ["I", "O", "H", "H", "O", "H", "H", "C", "C", "C", "C", "C", "C", "N", "O", "C", "C", "C", "H", "H", "H", "H", "H", "H", "H", "H", "H", "H", "H", "H", "H", "H", "H", "H", "H", "H", "H"],
  "coordinates": [[-28.2055, -9.0721, -4.0148], [-25.6470, -8.0425, -3.0403], [-26.3624, -8.6783, -3.0536], [-26.0415, -7.2448, -2.6877], [-26.9212, -6.9791, -5.2835], [-26.4872, -6.2888, -4.7821], [-27.3917, -7.4929, -4.6271], [-30.0818, -10.9755, -2.1539], [-31.4443, -10.4789, -2.6461], [-32.1957, -9.9843, -1.3933], [-33.3100, -8.9918, -1.6955], [-32.9182, -7.9076, -2.6431], [-32.1980, -8.4262, -3.9981], [-31.1456, -9.3573, -3.5570], [-30.4307, -9.7977, -4.6483], [-33.1641, -8.8853, -5.1259], [-31.5088, -7.1819, -4.5844], [-32.3323, -11.6690, -3.2557], [-29.5221, -11.3900, -2.9924], [-30.2540, -11.8607, -1.5416], [-29.4407, -10.2314, -1.6812], [-32.6824, -10.7864, -0.8384], [-31.5317, -9.5263, -0.6602], [-33.7544, -8.5269, -0.8155], [-34.0954, -9.6063, -2.1356], [-32.2842, -7.1831, -2.1318], [-33.9254, -7.5843, -2.9062], [-32.9482, -9.8844, -5.5043], [-34.1789, -8.9578, -4.7346], [-33.2858, -8.3513, -6.0683], [-32.1688, -6.5145, -5.1386], [-31.0204, -6.4597, -3.9303], [-30.7573, -7.5086, -5.3032], [-32.0085, -11.8850, -4.2738], [-33.3908, -11.4116, -3.2187], [-32.2375, -12.4641, -2.5161], [-29.5413, -9.8355, -4.2888]],
  "atomic_forces_ev_per_a": [[6.730, 1.098, 2.619], [2.315, 0.908, 0.870], [-0.368, -0.478, 0.012], [-0.133, 0.048, 0.155], [1.025, 2.315, -1.866], [0.306, 0.162, -0.038], [0.081, 0.476, -0.017], [-0.317, -1.510, -0.662], [-0.834, -0.134, 0.304], [-0.329, 0.969, 0.633], [0.234, -1.299, -0.088], [-0.288, -1.186, -1.764], [0.112, 1.908, 1.068], [-1.569, 0.543, 0.613], [-6.543, -1.932, -2.512], [-0.890, -1.547, 0.369], [0.643, 0.583, -0.659], [0.908, 1.385, 0.876], [0.088, 0.122, -0.028], [-0.022, 0.109, 0.607], [-0.466, -0.040, 0.074], [0.310, -0.551, -0.173], [0.480, 0.078, -0.192], [0.136, -0.194, 0.331], [-0.420, 0.180, -0.240], [-0.136, 0.193, -0.330], [0.345, 1.317, -0.435], [0.334, -0.236, 0.393], [-0.235, -0.050, 0.163], [0.624, 0.842, 0.371], [-0.608, -0.359, -0.118], [0.241, -0.625, 0.699], [0.070, -0.024, 0.003], [-0.009, -0.359, 0.210], [-0.024, 0.271, -0.347], [0.246, -0.505, -0.484], [-2.035, -2.481, -0.417]],
  "nbo_charge": [-0.497, -0.988, 0.453, 0.443, -0.980, 0.438, 0.417, -0.625, 0.137, -0.406, -0.388, -0.394, 0.122, -0.209, -0.648, -0.651, -0.612, -0.649, 0.223, 0.186, 0.240, 0.195, 0.200, 0.196, 0.178, 0.209, 0.198, 0.224, 0.190, 0.213, 0.187, 0.204, 0.244, 0.228, 0.193, 0.198, 0.330],
  "e_lumo_ev": 3.07,
  "largest_force_ev_per_a": 7.304,
  "e_tot_ev": -25435.943,
  "charge": -1,
  "relative_energy_ev": 5.763
}